Record 1
Formula: C18H40N3O5S
Source: the OMol25 dataset
Level of theory: the ωB97M-V functional and the def2-TZVPD basis

Orbital gap   8.631 eV
E_LUMO   -0.096 hartree
Largest force on an atom   1.56 eV/A
Net charge   +1
E_tot   -1648.2948 Eh
Energy above the lowest of the compared OMol25 structures with the same formula, charge and spin   0.0 kJ/mol

Last column: Löwdin charge in e.
Atoms and positions in Å:
C (0.2476, 3.0303, 2.2281)  -0.086
C (-1.0677, 2.4068, 2.7065)  -0.283
C (-0.8516, 1.2054, 3.6214)  -0.379
S (-0.3933, -0.2922, 2.7118)  1.166
C (-1.6043, -0.5940, 1.4199)  -0.385
C (-2.9430, -1.1663, 1.9049)  -0.193
C (-3.9156, -0.0551, 2.2743)  -0.103
C (-5.1614, -0.6051, 2.9479)  -0.449
O (-5.2352, -1.7691, 3.2914)  0.132
O (-6.2206, 0.2242, 3.0709)  0.015
C (-5.9851, 1.5942, 3.3946)  -0.227
C (-5.9750, 2.5165, 2.1845)  -0.056
H (0.6255, 2.5297, 1.3413)  0.057
H (0.1121, 4.0834, 2.0103)  0.083
H (0.9921, 2.9665, 3.0176)  0.080
H (-1.5778, 3.1393, 3.3271)  0.120
H (-1.7224, 2.1857, 1.8725)  0.092
H (-0.0098, 1.4062, 4.2751)  0.092
H (-1.7161, 1.0158, 4.2471)  0.088
H (-0.6714, -1.2629, 3.5984)  0.028
H (-1.1583, -1.1927, 0.6341)  0.071
H (-1.7908, 0.3750, 0.9675)  0.084
H (-3.3627, -1.7134, 1.0679)  0.137
H (-2.7997, -1.8697, 2.7179)  0.111
H (-3.4503, 0.6981, 2.9055)  0.095
H (-4.2234, 0.4478, 1.3601)  0.135
H (-5.0857, 1.7136, 3.9946)  0.115
H (-6.8032, 1.8961, 4.0392)  0.125
H (-6.6690, 2.1598, 1.4340)  0.089
H (-4.9851, 2.5367, 1.7318)  0.057
H (-6.2035, 3.5268, 2.5007)  0.081
C (0.8869, -0.1955, -1.2644)  -0.002
C (-0.3020, -0.8153, -1.9604)  -0.529
O (-1.4399, -0.7778, -1.4797)  -0.015
N (-0.0808, -1.4207, -3.1358)  0.035
C (1.1757, -1.5684, -3.8534)  -0.066
H (0.5610, 0.2612, -0.3347)  0.051
H (1.6358, -0.9571, -1.0430)  0.097
H (1.3376, 0.5816, -1.8760)  0.073
H (-0.9092, -1.8231, -3.5452)  0.147
H (1.0840, -1.0996, -4.8360)  0.087
H (1.3880, -2.6285, -3.9732)  0.052
H (1.9903, -1.1021, -3.3115)  0.076
C (1.9267, -6.6295, -2.5725)  -0.006
C (2.4958, -5.2642, -2.8704)  -0.538
O (1.8574, -4.2378, -2.6645)  0.004
N (3.7486, -5.2067, -3.3807)  0.013
C (4.6461, -6.3063, -3.6923)  -0.067
H (0.9251, -6.5050, -2.1742)  0.082
H (1.8724, -7.2320, -3.4793)  0.088
H (2.5378, -7.1496, -1.8346)  0.087
H (4.0711, -4.2685, -3.5556)  0.140
H (5.5654, -6.2137, -3.1131)  0.086
H (4.9013, -6.2913, -4.7523)  0.086
H (4.1826, -7.2579, -3.4598)  0.072
C (3.6615, 3.6893, -2.2314)  -0.003
C (3.0851, 3.4539, -0.8574)  -0.535
O (2.4404, 2.4451, -0.5927)  0.012
N (3.3089, 4.4030, 0.0830)  0.013
C (4.0438, 5.6502, -0.0520)  -0.064
H (3.3997, 2.8478, -2.8644)  0.081
H (3.2538, 4.5999, -2.6705)  0.089
H (4.7476, 3.7701, -2.1855)  0.089
H (2.9056, 4.1864, 0.9794)  0.127
H (4.8822, 5.6672, 0.6450)  0.087
H (3.3910, 6.4951, 0.1696)  0.086
H (4.4270, 5.7624, -1.0593)  0.073

***

Record 2
Formula: C33H24Cl3FeN2O7P2
Source: the OMol25 dataset
Level of theory: the ωB97M-V functional and the def2-TZVPD basis

Orbital gap (alpha / beta)   8.195 / 7.976 eV
E_LUMO (alpha / beta)   -0.016 / -0.024 hartree
Largest force on an atom   0.62 eV/A
Spin multiplicity   2
E_tot   -5235.2601 Eh
Energy above the lowest of the compared OMol25 structures with the same formula, charge and spin   80.5 kJ/mol
Expectation value of S²   0.7666

Last column: Löwdin spin population.
Atoms and positions in Å:
Fe (2.1960, 0.8231, 0.2820)  0.999
O (1.8663, 0.8064, 6.1428)  0.000
C (1.9003, 0.7610, 4.7964)  0.000
C (2.0381, -0.4400, 4.0969)  0.000
C (2.0539, -0.3807, 2.7220)  -0.002
N (1.9257, 0.7861, 2.1094)  -0.023
C (1.8265, 1.9471, 2.7481)  -0.002
C (1.7979, 1.9799, 4.1197)  -0.001
C (1.7762, 3.1026, 1.7694)  0.002
O (1.6505, 4.2457, 2.1338)  0.006
O (1.8702, 2.6875, 0.5278)  0.020
C (2.2260, -1.5077, 1.7224)  0.002
O (2.3613, -2.6509, 2.0785)  0.009
O (2.1810, -1.0674, 0.4874)  0.019
H (1.9856, -0.0764, 6.5111)  0.000
H (2.1494, -1.3946, 4.5951)  0.000
H (1.7152, 2.9152, 4.6540)  0.000
N (-0.9127, -0.5808, -0.3015)  -0.004
P (-0.0566, 0.8446, -0.2657)  -0.021
C (-1.0226, 1.8430, 0.9013)  -0.001
C (-1.4463, 1.2405, 2.0860)  -0.001
C (-2.1075, 1.9865, 3.0488)  0.000
C (-2.3442, 3.3379, 2.8368)  -0.001
C (-1.9184, 3.9417, 1.6631)  0.000
C (-1.2553, 3.1993, 0.6979)  -0.001
C (-0.2662, 1.6549, -1.8858)  -0.004
C (-1.1882, 1.1797, -2.8153)  -0.001
C (-1.3226, 1.8008, -4.0474)  0.000
C (-0.5380, 2.9020, -4.3594)  -0.001
C (0.3824, 3.3816, -3.4390)  0.000
C (0.5229, 2.7616, -2.2066)  -0.001
P (-0.5198, -2.2592, -0.0018)  0.000
C (-2.2582, -2.8008, 0.2108)  0.000
C (-3.2171, -2.6929, -0.7987)  0.000
C (-4.5294, -3.0674, -0.5649)  0.000
C (-4.8973, -3.5646, 0.6807)  0.000
C (-3.9532, -3.6831, 1.6874)  0.000
C (-2.6375, -3.3002, 1.4529)  0.000
C (-0.1911, -2.9141, -1.6820)  0.000
C (0.4737, -2.1445, -2.6301)  0.000
C (0.8253, -2.6780, -3.8614)  0.000
C (0.5285, -4.0011, -4.1527)  0.000
C (-0.1145, -4.7861, -3.2056)  0.000
C (-0.4676, -4.2485, -1.9773)  0.000
H (-1.9085, -0.4317, -0.4245)  -0.001
H (-1.2595, 0.1855, 2.2539)  0.000
H (-2.4354, 1.5125, 3.9649)  0.000
H (-2.8552, 3.9222, 3.5908)  0.000
H (-2.0893, 4.9975, 1.5015)  0.000
H (-0.9071, 3.6826, -0.2053)  0.000
H (-1.7834, 0.3050, -2.5882)  0.000
H (-2.0351, 1.4194, -4.7671)  0.000
H (-0.6411, 3.3840, -5.3229)  0.000
H (1.0000, 4.2364, -3.6814)  0.000
H (1.2425, 3.1413, -1.4902)  0.000
H (-2.9258, -2.3348, -1.7804)  0.000
H (-5.2656, -2.9829, -1.3539)  0.000
H (-5.9219, -3.8634, 0.8609)  0.000
H (-4.2372, -4.0751, 2.6554)  0.000
H (-1.8942, -3.3929, 2.2361)  0.000
H (0.7143, -1.1128, -2.4133)  0.000
H (1.3347, -2.0596, -4.5898)  0.000
H (0.8040, -4.4221, -5.1109)  0.000
H (-0.3438, -5.8213, -3.4241)  0.000
H (-0.9699, -4.8723, -1.2469)  0.000
Cl (4.3832, 3.0816, -1.7493)  0.000
C (4.6475, 1.3445, -1.5854)  0.000
Cl (3.0989, 0.4723, -1.9563)  -0.005
Cl (5.8448, 0.7885, -2.7315)  -0.001
C (5.0467, 1.0493, -0.0918)  0.002
O (6.2173, 0.9833, 0.1682)  0.007
O (4.0507, 0.9734, 0.7140)  0.006

***

Record 3
Formula: C16H48N3O6PS5
Source: the OMol25 dataset
Level of theory: the ωB97M-V functional and the def2-TZVPD basis

Orbital gap   8.302 eV
E_LUMO   0.001 hartree
Largest force on an atom   3.59 eV/A
E_tot   -3586.1414 Eh
Energy above the lowest of the compared OMol25 structures with the same formula, charge and spin   82.7 kJ/mol

Last column: Löwdin charge in e.
Atoms and positions in Å:
O (5.8094, -3.3081, -0.7358)  -0.308
P (5.2716, -1.9299, -0.7525)  0.663
N (6.2548, -0.7879, 0.1747)  -0.309
C (7.3729, -0.1405, -0.4746)  -0.124
C (6.1066, -0.8600, 1.6605)  -0.090
N (3.6720, -1.9482, -0.1569)  -0.289
C (2.8040, -3.0714, -0.6130)  -0.093
C (3.0360, -0.6544, 0.0504)  -0.137
N (5.1263, -1.2045, -2.4030)  -0.301
C (4.7920, 0.1722, -2.6052)  -0.173
C (5.1231, -2.0254, -3.5862)  -0.131
H (8.1864, -0.8478, -0.6363)  0.079
H (7.9231, 0.6255, 0.0718)  0.081
H (6.9476, 0.2717, -1.3897)  0.051
H (7.0595, -0.6411, 2.1422)  0.078
H (5.5426, -1.7089, 2.0471)  0.082
H (5.5156, 0.0360, 1.8500)  0.062
H (2.2548, -2.9759, -1.5496)  0.070
H (3.4029, -3.9685, -0.7699)  0.070
H (2.1431, -3.3200, 0.2174)  0.071
H (2.5500, -0.5268, 1.0177)  0.082
H (3.8101, 0.0827, 0.2637)  0.051
H (2.4887, -0.3895, -0.8542)  0.078
H (5.5495, 0.8200, -3.0464)  0.071
H (4.0702, 0.2830, -3.4144)  0.076
H (4.4226, 0.6997, -1.7258)  0.067
H (5.5252, -1.5482, -4.4799)  0.079
H (4.0615, -2.2071, -3.7538)  0.070
H (5.5991, -3.0035, -3.5168)  0.079
C (-2.6610, 1.4701, 4.2630)  -0.260
S (-3.0128, 2.6265, 5.6904)  0.853
O (-4.0747, 1.8628, 6.4798)  -0.595
C (-1.3479, 2.5921, 6.6249)  -0.230
H (-2.5414, 2.1274, 3.4017)  0.024
H (-3.3689, 0.6557, 4.1093)  0.052
H (-1.6874, 0.9931, 4.3756)  0.023
H (-1.2505, 1.7855, 7.3515)  0.053
H (-1.5883, 3.5440, 7.0986)  0.014
H (-0.5434, 2.7666, 5.9105)  0.041
C (-1.5060, -1.4449, 3.0763)  -0.274
S (-0.5615, -2.9876, 2.6754)  0.839
O (0.8521, -2.4820, 2.9789)  -0.602
C (-1.1108, -3.7839, 4.2314)  -0.270
H (-1.2156, -1.2744, 4.1130)  0.043
H (-2.5620, -1.6718, 2.9295)  0.055
H (-1.3497, -0.6476, 2.3496)  0.007
H (-0.6124, -4.7416, 4.3814)  0.051
H (-2.1627, -4.0281, 4.0829)  0.046
H (-1.1140, -3.1150, 5.0920)  0.054
C (-0.9100, -0.1089, -0.2333)  -0.247
S (-2.6813, 0.5054, -0.1745)  0.880
O (-3.0147, 0.4893, 1.3381)  -0.607
C (-2.3563, 2.2305, -0.7147)  -0.243
H (-0.4499, -0.1949, -1.2177)  0.033
H (-0.8025, -1.1387, 0.1073)  0.036
H (-0.2741, 0.5819, 0.3204)  0.059
H (-3.1713, 2.6361, -1.3141)  0.039
H (-1.4703, 2.1201, -1.3400)  0.032
H (-2.1840, 2.7923, 0.2034)  0.053
C (-1.1655, 0.6595, -6.3129)  -0.233
S (-0.9401, -0.0025, -4.5871)  0.830
O (-1.9763, 0.5679, -3.5838)  -0.597
C (-1.2005, -1.7921, -4.6952)  -0.261
H (-0.9424, 1.7255, -6.2668)  0.050
H (-2.2034, 0.4526, -6.5738)  0.049
H (-0.5497, 0.0803, -7.0009)  0.051
H (-0.2574, -2.3350, -4.7578)  0.048
H (-1.6705, -1.9452, -5.6666)  0.036
H (-1.9129, -2.2989, -4.0442)  0.064
C (-8.5837, 2.6333, 0.0987)  -0.282
S (-8.5184, 3.3016, -1.5890)  0.851
O (-9.6439, 4.3379, -1.4102)  -0.587
C (-6.8693, 4.1655, -1.5961)  -0.259
H (-9.4244, 1.9403, 0.1321)  0.045
H (-8.6201, 3.3158, 0.9477)  0.063
H (-7.7709, 1.9731, 0.4014)  0.044
H (-5.9727, 3.5531, -1.5004)  0.032
H (-6.7943, 4.8230, -0.7300)  0.048
H (-6.6715, 4.7611, -2.4873)  0.045

***

Record 4
Formula: C2H6NO
Source: the OMol25 dataset
Level of theory: the ωB97M-V functional and the def2-TZVPD basis

Orbital gap   10.627 eV
E_LUMO   -0.166 hartree
Largest force on an atom   3.42 eV/A
Net charge   +1
SMILES   [NH3+]CC=O
E_tot   -209.4943 Eh
Energy above the lowest of the compared OMol25 structures with the same formula, charge and spin   82.4 kJ/mol

Last column: Löwdin charge in e.
Atoms and positions in Å:
O (1.5420, 1.4070, 0.0576)  0.111
C (0.5172, 1.2786, -0.5461)  -0.226
C (-0.4338, 0.1874, -0.1504)  -0.108
N (0.0701, -1.1475, 0.3785)  0.194
H (-0.0391, 2.0987, -1.0754)  0.156
H (-1.1520, 0.6281, 0.5626)  0.150
H (-1.0912, -0.0183, -1.0216)  0.142
H (-0.2337, -1.9510, -0.1888)  0.178
H (1.0704, -1.2394, 0.5371)  0.161
H (-0.2499, -1.2436, 1.4464)  0.242

***

Record 5
Formula: C12H20F6N3O4PdS2Si
Source: the OMol25 dataset
Level of theory: the ωB97M-V functional and the def2-TZVPD basis

Orbital gap   8.269 eV
E_LUMO   -0.139 hartree
Largest force on an atom   1.76 eV/A
Net charge   +1
E_tot   -2747.1619 Eh
Energy above the lowest of the compared OMol25 structures with the same formula, charge and spin   158.0 kJ/mol

Last column: Löwdin charge in e.
Atoms and positions in Å:
Pd (-0.3385, 0.2713, 1.1613)  0.481
F (-4.4831, 0.5075, -1.6071)  0.174
C (-4.2475, -0.5235, -0.8181)  -0.711
F (-4.3212, -1.6564, -1.4932)  0.176
F (-5.0851, -0.5314, 0.2019)  0.174
S (-2.5717, -0.3525, -0.1107)  0.622
O (-2.4223, -1.4409, 0.8392)  -0.295
O (-2.4886, 1.0051, 0.4302)  -0.314
N (-1.7086, -0.5517, -1.4507)  -0.272
S (-0.2292, -0.0574, -1.4934)  0.628
O (0.7678, -0.8220, -0.7437)  -0.302
O (-0.0802, 1.4010, -1.3419)  -0.349
C (0.1669, -0.3300, -3.2508)  -0.700
F (1.3259, 0.3137, -3.4570)  0.130
F (0.3234, -1.6107, -3.5005)  0.189
F (-0.7706, 0.1929, -4.0129)  0.179
N (1.7476, 3.1375, -1.4378)  0.188
C (3.0308, 2.9868, -0.6525)  -0.126
C (2.7214, 2.8308, 0.8217)  -0.246
N (2.0368, 1.5953, 1.1129)  0.023
H (1.9183, 3.1813, -2.4391)  0.167
H (1.2485, 3.9800, -1.1683)  0.169
H (1.1199, 2.3420, -1.2692)  0.036
H (3.6636, 3.8538, -0.8335)  0.130
H (3.5256, 2.0997, -1.0376)  0.133
H (2.1010, 3.6635, 1.1723)  0.121
H (3.6639, 2.8862, 1.3646)  0.128
H (2.5388, 0.7772, 0.8010)  0.088
H (1.1092, 1.6013, 0.7346)  -0.008
C (-0.0842, -2.1270, 3.6485)  -0.168
Si (-0.8494, -0.5286, 3.2724)  0.577
C (-2.5557, -0.3674, 3.8774)  -0.159
C (0.0973, 0.9080, 3.8417)  -0.303
C (-0.2600, 2.1995, 3.4160)  -0.120
C (0.4597, 3.3076, 3.8429)  -0.083
C (1.5509, 3.1390, 4.6888)  -0.064
C (1.9198, 1.8659, 5.1183)  -0.061
C (1.2036, 0.7537, 4.6935)  -0.073
H (-0.2191, -2.3124, 4.7199)  0.060
H (0.9798, -2.1536, 3.4005)  0.046
H (-0.5900, -2.9248, 3.0900)  0.053
H (-3.2418, -1.0502, 3.3665)  0.044
H (-2.9202, 0.6532, 3.7460)  0.048
H (-2.5372, -0.6126, 4.9434)  0.059
H (-1.1256, 2.3418, 2.7817)  0.096
H (0.1560, 4.3055, 3.5392)  0.110
H (2.1130, 4.0043, 5.0257)  0.111
H (2.7616, 1.7417, 5.7895)  0.111
H (1.5046, -0.2363, 5.0348)  0.106

***

Record 6
Formula: CN5O
Source: the OMol25 dataset
Level of theory: the ωB97M-V functional and the def2-TZVPD basis

Orbital gap   11.402 eV
E_LUMO   -0.252 hartree
Largest force on an atom   3.07 eV/A
Net charge   +1
E_tot   -386.7656 Eh
Energy above the lowest of the compared OMol25 structures with the same formula, charge and spin   7.6 kJ/mol

Last column: Löwdin charge in e.
Atoms and positions in Å:
C (-1.0790, -1.5911, 0.0072)  -0.107
N (3.1221, 0.7729, 0.1349)  0.034
N (-0.6879, -0.4607, -0.2394)  0.230
N (2.2605, 1.4372, 0.3014)  -0.013
N (-1.2379, 1.7812, -0.3611)  0.441
N (-1.0790, 0.6994, -0.1684)  0.012
O (-1.2988, -2.6388, 0.3255)  0.403

***

Record 7
Formula: C4H9NO2
Source: the OMol25 dataset
Level of theory: the ωB97M-V functional and the def2-TZVPD basis

Orbital gap   10.026 eV
E_LUMO   0.024 hartree
Largest force on an atom   4.84 eV/A
SMILES   NCCCC(=O)O
E_tot   -362.9878 Eh
Energy above the lowest of the compared OMol25 structures with the same formula, charge and spin   256.5 kJ/mol

Last column: Löwdin charge in e.
Atoms and positions in Å:
O (2.1292, 1.8941, 0.6599)  0.076
C (1.6746, 0.8994, 0.0926)  -0.528
O (2.0025, 0.6424, -1.1734)  0.104
C (0.8051, -0.1723, 0.6434)  -0.124
C (-0.6334, 0.3715, 0.7032)  -0.199
C (-1.5462, -0.6959, 0.2539)  -0.369
N (-1.5865, -0.9086, -1.1429)  -0.014
H (2.6820, 1.0975, -1.6756)  0.126
H (1.3334, -0.3049, 1.5129)  0.103
H (0.7031, -0.9776, -0.0218)  0.083
H (-0.8720, 1.3380, 0.1712)  0.141
H (-0.5289, 0.5404, 1.8851)  0.163
H (-2.5499, -0.2273, 0.4761)  0.122
H (-1.2519, -1.7756, 0.6390)  0.162
H (-0.8076, -1.6294, -1.3687)  0.118
H (-1.5533, -0.0917, -1.6548)  0.037

***

Record 8
Formula: C3H11NO
Source: the OMol25 dataset
Level of theory: the ωB97M-V functional and the def2-TZVPD basis

Orbital gap   9.739 eV
E_LUMO   0.033 hartree
Largest force on an atom   0.77 eV/A
SMILES   CN(C)C.O
E_tot   -250.8666 Eh
Energy above the lowest of the compared OMol25 structures with the same formula, charge and spin   79.0 kJ/mol

Last column: Löwdin charge in e.
Atoms and positions in Å:
C (0.8716, 0.8303, -0.9873)  -0.123
N (0.0058, -0.0234, -0.1958)  -0.333
C (-1.3537, 0.0256, -0.6929)  -0.129
C (0.4803, -1.3943, -0.2301)  -0.127
H (0.6578, 1.8750, -0.7515)  0.081
H (0.6683, 0.7108, -2.0649)  0.084
H (1.9202, 0.6065, -0.8279)  0.077
H (-2.0104, -0.5090, -0.0036)  0.083
H (-1.6997, 1.0402, -0.7638)  0.075
H (-1.4652, -0.4673, -1.6665)  0.083
H (-0.1124, -2.0497, 0.4087)  0.084
H (1.5266, -1.4342, 0.0548)  0.077
H (0.4354, -1.8319, -1.2442)  0.085
H (-0.7544, 0.8304, 2.9179)  0.023
H (0.7332, 1.0272, 2.6892)  0.021
O (0.0966, 0.7637, 3.3578)  -0.062